DFT (ωB97M-V/def2-TZVPD) results for 2 unconnected molecules or ions with the total composition C19H34IN2O4 at a distorted geometry.

Geometry (Å):
C (0.57, 2.74, 2.95)
C (-0.55, 1.68, 3.12)
N (-1.18, 1.40, 1.81)
C (-1.64, 0.01, 1.65)
C (-1.23, -0.69, 0.36)
C (0.27, -1.03, 0.19)
I (1.42, 0.75, -0.26)
C (0.74, -1.78, 1.44)
C (1.91, -2.75, 1.29)
C (1.80, -3.73, 2.48)
C (3.28, -2.06, 1.48)
N (1.84, -3.59, 0.08)
O (2.79, -4.44, -0.01)
C (1.55, -2.88, -1.18)
C (1.13, -3.97, -2.22)
C (2.78, -2.19, -1.79)
C (0.34, -1.94, -1.07)
C (-2.12, 2.32, 1.41)
C (-2.37, 3.61, 2.15)
O (-2.74, 2.13, 0.41)
H (0.61, 3.43, 3.79)
H (1.52, 2.22, 2.91)
H (0.47, 3.23, 2.00)
H (-1.26, 1.97, 3.89)
H (-0.06, 0.79, 3.48)
H (-1.38, -0.55, 2.54)
H (-2.73, 0.03, 1.64)
H (-1.79, -1.62, 0.31)
H (-1.53, -0.07, -0.48)
H (1.04, -1.05, 2.19)
H (-0.08, -2.34, 1.89)
H (1.43, -3.21, 3.36)
H (1.06, -4.48, 2.23)
H (2.74, -4.23, 2.67)
H (3.34, -1.09, 1.01)
H (3.35, -1.88, 2.55)
H (4.09, -2.72, 1.23)
H (1.86, -4.04, -3.02)
H (0.15, -3.77, -2.61)
H (1.09, -4.95, -1.75)
H (2.41, -1.65, -2.66)
H (3.46, -2.94, -2.18)
H (3.24, -1.46, -1.15)
H (0.33, -1.31, -1.96)
H (-0.57, -2.52, -1.10)
H (-3.41, 3.87, 2.05)
H (-2.14, 3.60, 3.21)
H (-1.82, 4.40, 1.64)
O (0.02, 1.56, -3.52)
C (-0.89, 2.33, -3.62)
O (-1.42, 2.70, -4.81)
C (-2.42, 3.72, -4.61)
C (-2.86, 3.55, -3.16)
C (-1.59, 3.06, -2.49)
H (-1.96, 4.69, -4.79)
H (-3.23, 3.57, -5.32)
H (-3.27, 4.47, -2.73)
H (-3.63, 2.79, -3.10)
H (-0.95, 3.88, -2.16)
H (-1.79, 2.38, -1.66)

Results
HOMO level (alpha / beta): -8.314 / -8.763 eV
Spin multiplicity: 2
Lowest unoccupied orbital energy (alpha / beta): 0.016 / 0.014 Ha
Calculated total energy: -1452.473236 Ha
Frontier orbital gap (alpha / beta): 8.76 / 9.14 eV

DFT (ωB97M-V/def2-TZVPD) results for a single C4H7NO2 molecule.

Geometry (Å):
O (2.17, -0.49, 0.05)
C (1.23, 0.26, -0.67)
C (-0.17, 0.11, -0.10)
C (-0.53, -1.07, 0.74)
N (-0.26, 0.22, 1.35)
C (-1.31, 0.69, -0.87)
O (-2.39, 0.91, -0.38)
H (2.09, -0.20, 0.98)
H (1.49, 1.34, -0.66)
H (1.26, -0.09, -1.70)
H (0.23, -1.83, 0.90)
H (-1.56, -1.41, 0.71)
H (-1.13, 0.68, 1.59)
H (-1.12, 0.90, -1.94)

Results
HOMO level: -10.065 eV
ΔE to the lowest compared entry with this formula, charge and spin: 2.2095 eV
Lowest unoccupied orbital energy: 0.026 Ha
Calculated total energy: -361.799660 Ha
Frontier orbital gap: 10.77 eV
SMILES: O=C[C@]1(CO)CN1